The following is a DFT calculation (wB97M-V/def2-TZVPD) of a 13-piece molecular cluster, C6H36O13 overall.

Each line ends with the Löwdin charge.
Atoms and positions in Å:
C 2.10718 0.56779 2.71706  -0.097
C 2.42274 0.47931 1.20690  -0.243
C 2.06759 -0.87058 0.56008  -0.191
C -1.52270 -0.80226 -0.92083  -0.243
O -1.75391 -2.05306 -1.54155  -0.087
C -0.05204 -0.54704 -0.73402  -0.093
C 0.62041 -1.09718 0.26592  -0.079
H 1.06006 0.79131 2.91716  0.056
H 2.48970 -0.36634 3.09372  0.054
H 2.63017 1.43999 3.11174  0.067
H 3.49550 0.63098 1.12538  0.101
H 1.95809 1.27879 0.61308  0.087
H 2.74105 -1.05957 -0.27890  0.108
H 2.34937 -1.58809 1.34122  0.103
H -2.01911 -0.83332 0.04770  0.113
H -2.00319 -0.00863 -1.48781  0.094
H -1.10656 -2.33697 -2.21688  0.041
H 0.53153 -0.09700 -1.52561  0.077
H 0.06867 -1.48133 1.11031  0.089
H -1.77176 1.14971 -3.90673  0.085
H -0.29475 0.51159 -3.83095  0.027
O -0.83287 1.31575 -3.77462  -0.024
H -1.29079 -3.82283 2.47767  0.045
H -1.46779 -2.32523 2.49559  0.000
O -1.26340 -3.06955 3.08389  -0.068
H -3.10103 -4.08624 -0.26056  0.036
H -1.60883 -3.92656 -0.53620  0.008
O -2.24210 -4.45957 -0.03978  -0.064
H -3.45018 2.05912 -0.11872  0.006
H -3.20947 2.38215 1.31108  0.017
O -3.86461 2.53331 0.60711  -0.076
H 1.21834 2.64857 -2.35974  -0.002
H 2.53525 3.42714 -2.42176  0.043
O 2.15729 2.56337 -2.61245  -0.062
H -0.53023 1.85056 -2.27831  0.006
H -0.80644 3.32116 -1.76783  0.086
O -0.49092 2.45628 -1.48385  -0.081
H 1.05321 -1.49820 4.43104  0.029
H 0.52293 -2.44094 3.36590  -0.004
O 1.31470 -2.27172 3.91939  -0.084
H -0.64032 2.31623 1.41515  0.030
H -1.12733 2.04828 0.05643  0.017
O -1.30094 1.73733 0.97648  -0.109
H 0.59860 -2.87067 -3.31798  0.072
H -0.06856 -1.67995 -3.80952  0.010
O -0.22082 -2.63445 -3.79212  -0.039
H 1.40349 3.13520 1.50353  0.036
H 0.62318 4.25245 2.39112  0.067
O 0.59988 3.64090 1.65231  -0.029
H 2.26742 0.22525 -3.02903  0.055
H 2.09408 -0.40610 -4.33292  0.082
O 1.56347 -0.19869 -3.54817  -0.063
H -1.75332 0.12268 3.43612  0.062
H -1.33953 0.31516 1.98898  0.006
O -1.36036 -0.36829 2.70476  -0.076

Properties
ΔE to the lowest compared entry with this formula, charge and spin, kcal per mole: 47.0
Calculated total energy, eV: -33423.579
Multiplicity: 1
LUMO energy, Ha: -0.0086



The following is a DFT calculation (wB97M-V/def2-TZVPD) of a 2-piece molecular cluster, C4H12 overall.

Each line ends with the Löwdin charge.
Atoms and positions in Å:
C -0.02642 2.01300 -0.20291  -0.284
C -0.54260 1.89133 1.24554  -0.283
H 1.05871 1.98671 -0.19970  0.032
H -0.54048 1.27715 -0.80742  0.022
H -0.22880 2.98794 -0.66977  0.037
H -1.09780 0.96245 1.27756  0.020
H -1.33269 2.59491 1.50642  0.035
H 0.29953 1.89319 1.93584  0.040
C -0.21939 -1.82303 -1.04014  -0.420
C 0.89290 -2.08435 0.00283  -0.305
H -0.26929 -2.58103 -1.81010  -0.007
H -1.23679 -1.97437 -0.67181  0.007
H -0.01957 -0.93286 -1.64794  0.024
H 1.85599 -1.68358 -0.27300  0.025
H 0.86236 -3.05763 0.48517  0.024
H 0.54432 -1.46983 0.86943  0.035

Properties
ΔE to the lowest compared entry with this formula, charge and spin, kcal per mole: 17.3
<S²>: 0.750
Charge: -1
Calculated total energy, eV: -4340.287
Multiplicity: 2
LUMO energy (alpha / beta), Ha: 0.1606 / 0.1643



The following is a DFT calculation (wB97M-V/def2-TZVPD) of C21H23ClCoN4O4STe as an isolated structure.

Each line ends with the Löwdin charge.
Atoms and positions in Å:
Co -0.66652 -1.26750 0.15591  0.196
O 1.24718 -1.22120 -3.32179  -0.004
C 0.85868 -1.22720 -2.15629  -0.611
O -0.35382 -1.14000 -1.76649  -0.096
C 1.83698 -1.28820 -0.99089  -0.176
C 3.21108 -1.29820 -1.02459  0.010
C 3.91718 -1.28910 0.20421  -0.060
C 3.21408 -1.25740 1.39081  -0.012
C 1.82358 -1.25250 1.36541  -0.204
N 1.16628 -1.28030 0.16491  -0.017
C 0.89358 -1.24180 2.49991  -0.629
O 1.25878 -1.30630 3.68021  0.005
O -0.36512 -1.18910 2.13751  -0.217
H 3.72708 -1.30640 -1.97299  0.107
H 4.99958 -1.29860 0.20271  0.090
H 3.71388 -1.23310 2.34941  0.111
C -0.31512 7.90140 0.20021  -0.083
C -0.37102 6.39850 0.18041  -0.310
C 0.36008 5.65270 -0.73199  -0.051
C 0.38778 4.26830 -0.68619  -0.342
C 1.19788 3.52190 -1.70029  -0.126
C -0.31302 3.57620 0.30911  -0.509
Te 0.08588 1.48100 0.68251  1.052
C -1.13172 4.32280 1.16051  -0.343
C -2.00062 3.66000 2.18681  -0.117
C -1.14602 5.70730 1.09841  -0.055
H 0.35078 8.27150 -0.57799  0.059
H 0.05478 8.25210 1.16621  0.067
H -1.30582 8.33240 0.04661  0.064
H 0.95028 6.16340 -1.48469  0.095
H 1.69838 4.21060 -2.37999  0.056
H 0.55768 2.85390 -2.27639  0.074
H 1.94258 2.90170 -1.20239  0.033
H -1.94352 2.57950 2.06991  -0.015
H -3.03572 3.98260 2.06901  0.068
H -1.66322 3.91930 3.19011  0.073
H -1.75452 6.25440 1.81061  0.106
Cl -3.41292 -2.69240 -0.54709  0.352
C -2.62922 -1.24280 0.16711  -0.680
H -3.03632 -1.23320 1.18701  -0.017
H -3.10832 -0.42190 -0.38209  -0.018
C -1.22792 -6.24360 -2.82949  -0.102
C -0.03072 -6.29210 -1.87629  -0.262
C -0.27162 -5.38730 -0.72799  -0.602
N -0.22022 -4.10500 -0.80909  0.061
N -0.54202 -3.47260 0.29901  -0.047
C -0.85932 -4.24640 1.29961  -0.665
N -1.30712 -3.79850 2.50241  0.110
S -0.77102 -5.97180 0.88561  1.010
H -1.08802 -6.92400 -3.66899  0.060
H -1.33762 -5.23040 -3.20579  0.080
H -2.14182 -6.50660 -2.30009  0.071
H 0.86048 -5.93550 -2.39939  0.111
H 0.14548 -7.31170 -1.52189  0.092
H -1.12632 -2.78730 2.56831  0.068
H -0.98382 -4.31150 3.31081  0.089

Properties
ΔE to the lowest compared entry with this formula, charge and spin, kcal per mole: 9.1
<S²>: 0.761
Charge: -2
Calculated total energy, eV: -104580.822
Multiplicity: 2
LUMO energy (alpha / beta), Ha: 0.1439 / 0.1437



The following is a DFT calculation (wB97M-V/def2-TZVPD) of a 31-piece molecular cluster, C10H74N3O32 overall.

Each line ends with the Löwdin charge.
Atoms and positions in Å:
C -0.40660 5.32136 -0.87054  -0.129
C 0.97382 4.51788 -1.10054  -0.222
C 0.75584 2.97821 -1.61255  -0.219
N -0.32579 2.26824 -0.85637  -0.030
C 0.03297 0.84289 -0.54602  -0.281
N 1.06513 0.68207 0.52990  0.011
C 0.53664 1.04448 1.86712  -0.172
C -0.18894 0.00812 2.85509  0.041
C -0.73729 0.58813 4.22265  -0.017
C -0.49229 2.13467 4.48389  -0.125
N 0.20468 3.08918 3.62864  -0.018
C 0.67851 2.52898 2.38052  -0.043
C -1.36493 0.07574 -0.23351  -0.448
O -2.35009 0.68339 0.36531  -0.092
O -1.53839 -1.28585 -0.55507  -0.206
H -0.30221 5.92682 0.12233  0.072
H -0.63845 6.10128 -1.69292  0.062
H -1.33589 4.65988 -0.73735  0.066
H 1.58283 4.44616 -0.12657  0.078
H 1.65956 5.07306 -1.86365  0.099
H 1.78178 2.45732 -1.53690  0.097
H 0.50285 3.02892 -2.75874  0.107
H -1.11066 2.18262 -1.54482  0.121
H 0.44683 0.35535 -1.51883  0.141
H 1.85331 1.34596 0.33233  0.090
H -0.30324 -1.09554 2.53569  0.105
H -1.29474 -0.08091 4.96718  0.060
H -0.92078 2.55251 5.48331  0.103
H 1.23896 3.26014 1.66728  0.099
O -0.31726 2.69336 -5.03596  -0.051
H 0.46480 2.62800 -5.59974  0.052
H -0.94292 2.06993 -5.43057  0.047
O -3.78409 -2.29134 -2.49319  -0.064
H -4.67895 -1.94770 -2.37153  0.043
H -3.32440 -2.04192 -1.67549  0.021
O 3.80627 0.40325 2.90519  -0.060
H 3.06330 0.74206 2.38678  0.001
H 3.45575 -0.39705 3.31952  0.026
O 2.56492 -0.96846 -1.86372  -0.053
H 1.95533 -0.79279 -1.13202  0.021
H 2.01760 -1.42825 -2.51591  0.052
O -4.95683 -5.46209 -1.79435  -0.058
H -4.44413 -4.80381 -2.28546  0.025
H -5.46855 -4.93731 -1.16584  0.041
O -1.86200 5.53079 -5.55625  -0.073
H -1.72937 6.04113 -4.74688  0.030
H -1.40944 4.69383 -5.38129  -0.004
O -2.11148 -1.48921 6.30732  -0.068
H -2.44023 -2.36993 6.08656  0.042
H -1.89881 -1.54864 7.24969  0.016
O -3.97343 -8.27534 -2.98601  -0.063
H -4.64283 -8.91798 -3.25677  0.010
H -4.45900 -7.43941 -2.93406  0.019
O 4.22709 5.83149 -1.76782  -0.077
H 4.70616 5.14602 -2.25891  -0.009
H 4.76596 5.97353 -0.97933  0.032
O 5.83079 3.63331 -2.36635  -0.073
H 5.90658 2.67085 -2.41152  0.033
H 6.69490 3.92078 -2.04343  0.051
O -0.97308 -7.04801 -3.82487  -0.065
H -1.80274 -7.53922 -3.90923  0.002
H -0.30630 -7.73530 -3.70024  0.031
O -1.80497 -3.03929 8.88337  -0.054
H -2.13422 -3.92151 8.66234  0.009
H -1.59265 -3.09786 9.82362  0.047
O -3.14019 2.00900 3.08814  -0.072
H -3.06919 2.94099 2.84595  0.012
H -2.98634 1.53839 2.25279  0.012
O -3.38018 0.07502 -4.66672  -0.051
H -4.13109 0.40860 -5.17568  0.045
H -3.71678 -0.73551 -4.25554  0.016
O -2.63593 5.34716 3.90467  -0.051
H -3.47063 4.86871 3.81273  0.042
H -1.97856 4.64653 4.03829  0.014
O -1.79501 -1.22296 -7.03352  -0.071
H -2.40416 -1.07279 -6.29558  -0.004
H -2.33243 -1.68335 -7.69078  0.029
O -2.40620 7.94714 1.90151  -0.059
H -2.44914 7.27309 2.59511  0.013
H -1.84374 8.63579 2.27981  0.048
O 0.99175 6.14049 3.55824  -0.085
H 0.65511 5.25923 3.33885  -0.021
H 1.20369 6.08058 4.49829  0.028
O -5.20394 -9.60930 -5.26405  -0.060
H -5.67259 -9.95808 -6.03405  0.049
H -4.27535 -9.61631 -5.53267  0.050
O -0.26006 -2.97709 -2.88123  -0.073
H -0.87205 -2.82653 -2.14438  0.001
H -0.79519 -3.43889 -3.53950  0.027
O 5.21295 -1.27542 4.91151  -0.081
H 5.28614 -0.34363 4.66401  0.026
H 5.36138 -1.75090 4.08049  -0.012
O -4.64814 9.52605 3.30449  -0.076
H -4.14569 8.86566 2.80404  -0.003
H -4.11726 9.67115 4.09795  0.029
O -3.23129 -5.89869 8.59313  -0.051
H -4.06172 -6.38352 8.50083  0.047
H -2.57000 -6.59059 8.72684  0.047
O -4.75362 -12.60516 -5.73815  -0.072
H -4.63055 -12.09880 -4.92361  0.024
H -4.28858 -13.43519 -5.57051  0.037
O 4.20735 1.38229 -1.20141  -0.051
H 3.85140 0.50595 -1.40902  0.000
H 4.42358 1.32790 -0.26043  0.042
O 5.26507 -3.22989 2.71472  -0.052
H 4.42745 -3.70850 2.62895  0.024
H 5.91993 -3.92668 2.85237  0.052
O 2.52111 -3.63339 3.62685  -0.056
H 1.63141 -3.27296 3.73772  0.045
H 2.97787 -3.38347 4.44216  0.044
O 5.93264 -0.90117 -1.87565  -0.079
H 4.99706 -1.03756 -2.08039  0.002
H 6.36226 -1.69799 -2.21104  0.035
O 5.26617 -1.47010 -4.40414  -0.065
H 4.63948 -0.82260 -4.75330  0.049
H 6.09251 -0.97600 -4.32493  0.036
O 6.71565 2.62945 -0.00716  -0.058
H 5.77921 2.49901 -0.20882  0.003
H 7.13922 1.82787 -0.34268  0.048

Properties
Charge: -1
Calculated total energy, eV: -81559.352
Multiplicity: 1
LUMO energy, Ha: 0.0493



Look up the calculated total energy of the fourth one. -81559.352 eV



What is the formula in the first record? C6H36O13



Which of these has the lowest calculated total energy? C21H23ClCoN4O4STe